Entry 1:
C2H4Si | the ωB97M-V functional and the def2-TZVPD basis

Positions of all 7 atoms, in Å:
C1 0.691 -0.783 0.641
C2 0.793 -0.789 -0.695
Si1 -0.096 0.719 -0.108
H1 1.147 -1.388 1.531
H2 1.323 -1.501 -1.498
H3 -2.597 0.280 0.176
H4 0.243 2.073 -0.093

Its net charge is 0. The molar mass comes out at 56.1 g/mol. Its energy above the lowest of the compared OMol25 structures with the same formula, charge and spin is 3.535 eV. The orbital gap (spin up / spin down) is 8.2 / 8.2 eV.

---

Entry 2:
C2H54O27Zr | the ωB97M-V functional and the def2-TZVPD basis

Positions of all 84 atoms, in Å:
Zr1 10.050 9.781 12.843
O1 11.080 8.732 14.339
H1 10.763 7.989 14.889
O2 8.418 9.972 14.106
H2 8.177 9.723 15.020
O3 8.978 9.656 11.025
H3 9.083 9.527 10.062
C1 11.745 11.498 9.587
C2 12.562 11.552 10.909
O4 12.009 10.814 11.992
H4 12.070 11.979 8.665
H5 10.700 11.683 9.836
H6 11.724 10.469 9.229
H7 12.622 12.627 11.078
H8 13.626 11.349 10.788
O5 6.324 12.466 12.095
H9 6.204 13.231 11.532
H10 6.613 12.828 12.933
O6 4.819 7.524 12.015
H11 4.978 7.840 11.126
H12 5.255 8.163 12.579
O7 9.521 5.286 11.141
H13 10.274 5.454 10.576
H14 8.765 5.560 10.622
O8 6.853 10.058 16.506
H15 7.007 9.170 16.827
H16 7.339 10.103 15.683
O9 11.106 8.060 11.695
H17 11.337 8.142 10.770
H18 11.475 7.219 11.962
O10 6.919 7.072 14.599
H19 6.566 7.584 15.327
H20 6.266 6.389 14.447
O11 10.717 14.194 12.140
H21 11.629 14.337 12.392
H22 10.508 14.932 11.568
O12 9.114 11.405 6.616
H23 8.871 12.325 6.505
H24 9.297 11.097 5.728
O13 7.513 5.738 9.502
H25 6.630 5.782 9.133
H26 8.093 5.800 8.743
O14 9.087 5.810 7.352
H27 9.028 4.977 6.883
H28 10.012 5.890 7.583
O15 11.228 7.486 8.839
H29 11.690 7.997 8.174
H30 11.810 6.748 9.021
O16 6.028 8.386 7.319
H31 5.793 9.312 7.247
H32 6.361 8.292 8.211
O17 8.050 7.635 5.609
H33 7.380 7.701 6.290
H34 8.479 6.795 5.776
O18 5.788 11.209 7.334
H35 6.527 11.479 7.880
H36 5.017 11.549 7.788
O19 6.733 8.557 10.142
H37 7.542 8.986 10.421
H38 6.955 7.627 10.101
O20 8.994 7.437 13.007
H39 8.213 7.342 13.553
H40 9.395 6.568 13.010
O21 10.869 11.334 14.418
H41 10.305 11.643 15.127
H42 11.746 11.628 14.664
O22 5.928 9.985 13.270
H43 6.761 9.779 13.694
H44 6.037 10.880 12.949
O23 5.067 10.618 10.130
H45 5.572 11.313 10.552
H46 5.712 9.940 9.932
O24 7.858 11.370 9.152
H47 8.191 10.733 9.785
H48 8.525 11.398 8.466
O25 9.252 11.839 12.281
H49 9.644 12.709 12.209
H50 8.352 11.956 11.975
O26 11.079 9.040 6.376
H51 10.216 8.925 6.774
H52 11.177 9.988 6.286
O27 13.851 8.110 10.340
H53 13.944 8.649 11.126
H54 14.457 8.498 9.710

Its net charge is 0. The molar mass comes out at 601.7 g/mol. The orbital gap is 8.0 eV.

---

Entry 3:
C2H55GaN4O24P | the ωB97M-V functional and the def2-TZVPD basis

Positions of all 87 atoms, in Å:
N1 0.102 3.049 -0.154
P1 -0.531 1.960 0.834
O1 -2.221 2.200 0.815
O2 0.113 2.287 2.395
Ga1 -0.112 -0.222 0.040
O3 -1.062 -1.494 1.077
C1 1.865 -0.756 -0.035
C2 2.223 -1.083 -1.524
N2 3.639 -1.470 -1.717
N3 1.949 0.051 -2.431
N4 1.430 -2.243 -1.985
H1 -0.686 3.593 -0.503
H2 -2.492 1.943 -0.071
H3 -0.195 3.158 2.664
H4 -0.687 -0.282 -1.446
H5 -1.219 -1.192 1.968
H6 2.558 -0.021 0.409
H7 2.034 -1.698 0.513
H8 4.210 -0.670 -1.489
H9 3.828 -2.182 -1.023
H10 2.787 0.615 -2.570
H11 1.761 -0.333 -3.350
H12 0.484 -1.947 -2.209
H13 1.863 -2.483 -2.876
O4 3.289 2.045 2.313
H14 3.660 2.927 2.381
H15 2.397 2.136 2.680
O5 0.974 -4.647 -0.165
H16 0.210 -4.372 0.351
H17 1.375 -3.804 -0.450
O6 -1.762 2.953 4.861
H18 -1.262 2.137 4.988
H19 -2.474 2.700 4.265
O7 3.380 2.505 -3.489
H20 3.230 3.386 -3.132
H21 4.249 2.560 -3.896
O8 2.854 -2.450 2.657
H22 3.367 -2.400 3.468
H23 2.469 -3.332 2.677
O9 5.220 -1.232 0.583
H24 5.238 -0.529 1.240
H25 6.102 -1.615 0.621
O10 6.095 -0.700 -3.287
H26 5.174 -0.934 -3.064
H27 6.096 0.259 -3.302
O11 -2.082 4.808 -2.016
H28 -2.763 4.938 -2.685
H29 -1.408 5.455 -2.237
O12 -0.010 1.275 6.704
H30 0.188 2.211 6.721
H31 -0.236 1.076 7.610
O13 -3.965 -2.143 1.930
H32 -4.483 -2.546 1.229
H33 -3.060 -2.107 1.567
O14 -4.271 0.257 0.010
H34 -4.782 1.050 0.197
H35 -4.569 -0.380 0.675
O15 -2.546 3.512 -4.866
H36 -1.632 3.257 -4.695
H37 -3.049 2.710 -4.682
O16 -6.891 0.671 -1.342
H38 -5.964 0.414 -1.198
H39 -7.382 -0.135 -1.175
O17 -1.335 -3.155 -2.126
H40 -1.884 -3.502 -1.419
H41 -0.859 -3.926 -2.452
O18 -3.668 3.641 -7.669
H42 -3.172 3.709 -6.840
H43 -3.287 2.877 -8.107
O19 -4.310 2.719 -1.371
H44 -5.016 2.854 -2.010
H45 -3.643 3.377 -1.601
O20 3.306 -6.888 -1.234
H46 2.777 -6.099 -1.072
H47 2.999 -7.511 -0.571
O21 -0.837 3.082 8.518
H48 -1.749 2.854 8.721
H49 -0.838 4.043 8.487
O22 0.884 -0.312 3.624
H50 0.752 0.576 3.968
H51 1.747 -0.276 3.198
O23 -7.060 0.045 1.549
H52 -7.969 -0.176 1.767
H53 -7.053 1.006 1.521
O24 6.039 -7.537 -2.232
H54 6.406 -6.653 -2.168
H55 5.149 -7.446 -1.861

Its net charge is -1. The molar mass comes out at 620.2 g/mol. The orbital gap is 6.5 eV.

---

Entry 4:
C2H5B | the ωB97M-V functional and the def2-TZVPD basis

Positions of all 8 atoms, in Å:
B1 -1.268 -0.116 0.032
C1 0.092 0.606 0.233
C2 1.173 -0.158 -0.096
H1 -1.458 -1.299 0.343
H2 -2.159 0.336 -0.584
H3 0.381 1.593 0.440
H4 2.092 0.207 -0.268
H5 1.147 -1.168 -0.099

Its net charge is 0. The molar mass comes out at 39.9 g/mol. As for the SMILES: BC=C. Its energy above the lowest of the compared OMol25 structures with the same formula, charge and spin is 0.597 eV. The orbital gap is 10.3 eV.

---

Entry 5:
C2H5B | the ωB97M-V functional and the def2-TZVPD basis

Positions of all 8 atoms, in Å:
B1 -1.162 -0.015 -0.208
C1 0.267 -0.592 -0.168
C2 1.039 0.360 0.366
H1 -1.546 0.855 0.523
H2 -1.885 -0.788 -0.860
H3 0.580 -1.398 -0.817
H4 2.164 0.394 0.327
H5 0.543 1.185 0.838

Its net charge is 0. The molar mass comes out at 39.9 g/mol. As for the SMILES: BC=C. Its energy above the lowest of the compared OMol25 structures with the same formula, charge and spin is 0.486 eV. The orbital gap is 10.8 eV.

---

Entry 6:
C2H5BHfO6 | the ωB97M-V functional and the def2-TZVPD basis

Positions of all 15 atoms, in Å:
C1 2.236 -0.215 0.270
O1 1.418 -0.094 -0.952
B1 -0.017 0.172 -0.612
O2 -0.556 1.481 -1.031
O3 -0.729 -0.875 0.147
C2 -2.084 -1.120 -0.370
O4 -2.429 -2.269 -1.009
O5 -3.183 -0.135 -0.168
O6 -3.236 0.005 1.150
H1 1.668 -0.720 1.167
H2 3.200 -0.853 0.019
H3 2.623 0.828 0.665
H4 -0.715 2.053 -0.202
H5 -2.561 0.739 1.322
Hf1 4.364 1.004 -0.396

Its net charge is +4. The molar mass comes out at 314.4 g/mol. The orbital gap is 2.0 eV.

---

Entry 7:
C2H5BO | the ωB97M-V functional and the def2-TZVPD basis

Positions of all 9 atoms, in Å:
B1 -1.335 0.845 -0.005
C1 -0.043 0.154 -0.055
C2 1.215 -0.475 0.051
O1 -1.282 -0.819 -0.123
H1 -1.724 1.151 1.098
H2 -1.696 1.260 -1.067
H3 1.243 -1.021 0.912
H4 1.477 -1.136 -0.814
H5 2.145 0.042 0.004

Its net charge is 0. The molar mass comes out at 55.9 g/mol. Its energy above the lowest of the compared OMol25 structures with the same formula, charge and spin is 4.733 eV. The orbital gap is 9.3 eV.

---

Entry 8:
C2H5BrClN | the ωB97M-V functional and the def2-TZVPD basis

Positions of all 10 atoms, in Å:
N1 1.199 -0.642 0.233
C1 -0.154 -0.386 0.382
Cl1 -1.402 -1.629 -0.230
C2 -0.541 0.885 -0.552
Br1 -1.221 2.316 0.566
H1 1.725 -1.161 1.061
H2 1.615 -1.200 -0.550
H3 -0.426 -0.180 1.440
H4 -1.267 0.807 -1.362
H5 0.472 1.191 -0.988

Its net charge is 0. The molar mass comes out at 158.4 g/mol. As for the SMILES: N[C@H](Cl)CBr. Its energy above the lowest of the compared OMol25 structures with the same formula, charge and spin is 0.920 eV. The orbital gap is 10.7 eV.